a | Computed, not measured: a structure of composition C8H10N2O, with the ωB97M-V functional and the def2-TZVPD basis.

ORCA input file:
```
! wB97M-V def2-TZVPD RIJCOSX def2/J DEFGRID3
* xyz 0 1
C -2.9867 -0.7282 -0.5945
C -2.2094 0.1368 -0.4046
C 1.5351 0.5043 2.4912
C 1.6107 -0.7224 1.9355
C 0.1808 0.4876 0.9062
C -0.5462 1.6937 -1.4075
C 0.5196 -1.8091 -0.0606
C -1.2444 1.1730 -0.1767
N 0.5739 1.2546 1.8646
N 0.7659 -0.7145 0.8170
O -1.7465 2.2235 0.5963
H -3.6580 -1.3899 -1.0634
H 1.9656 1.0649 3.2828
H 2.1458 -1.5328 2.2061
H 0.5886 1.9467 -1.0848
H -1.1036 2.4622 -1.7164
H -0.5043 0.9136 -2.0730
H 0.0366 -2.5397 0.5161
H -0.0723 -1.2285 -0.8523
H 1.5308 -2.0992 -0.4607
H -1.2051 2.9009 0.9993
*
```

## Properties
- Gap between HOMO and LUMO: 9.559 eV
- Molar mass: 150.18 g mol⁻¹


b | Computed, not measured: the molecule C8H10N2O, with the ωB97M-V functional and the def2-TZVPD basis.

ORCA input file:
```
! wB97M-V def2-TZVPD RIJCOSX def2/J DEFGRID3
* xyz 0 1
C -2.4878 1.0662 -0.0839
C -2.1587 -1.4780 0.1430
C -0.1801 0.0191 -0.2241
C 0.7389 -1.0979 -0.1094
C 2.1317 -0.9055 -0.0281
C 2.6662 0.3517 -0.0867
C 1.8028 1.4560 0.0331
C 0.4369 1.3512 -0.0272
H -3.5283 0.6930 0.1995
H -2.6779 1.7180 -1.0516
H -2.1294 1.6234 0.7188
H -2.0438 -2.3822 -0.5913
H -3.1758 -1.3067 0.3166
H -1.5939 -1.6974 1.1033
H 0.3248 -2.0683 -0.2062
H 2.8674 -1.6555 0.0457
H 2.1009 2.4765 0.0036
H -0.1724 2.2497 0.2273
N -1.5219 -0.1504 -0.3103
N 4.0158 0.4396 0.0936
O 4.5845 -0.7025 -0.1656
*
```

## Properties
- Structure (SMILES): CN(C)c1ccc(N=O)cc1
- Gap between HOMO and LUMO: 7.590 eV
- Molar mass: 150.18 g mol⁻¹


Relative energy of each structure, in eV: a 0.496; b 0.000.


a | Computed, not measured: the molecule C4H7N3, with the ωB97M-V functional and the def2-TZVPD basis.

ORCA input file:
```
! wB97M-V def2-TZVPD RIJCOSX def2/J DEFGRID3
* xyz 0 1
C -0.6271 -1.8843 -0.2855
C 0.3590 -0.8831 -0.8720
N 0.8686 0.0250 0.1283
C 0.3403 1.1446 0.3991
N 1.0529 2.0185 1.1920
C -0.9481 1.6386 -0.1054
N -1.9910 1.9824 -0.4724
H -1.5565 -1.3866 0.0088
H -0.1964 -2.3706 0.5954
H -0.8644 -2.6531 -1.0270
H -0.0952 -0.3516 -1.7197
H 1.2365 -1.4202 -1.2463
H 1.8479 1.5140 1.5656
H 0.5735 2.6262 1.8392
*
```

## Properties
- Structure (SMILES): CC/N=C(/N)C#N
- Gap between HOMO and LUMO: 10.320 eV
- Molar mass: 97.12 g mol⁻¹


b | Computed, not measured: the molecule C4H7N3, with the ωB97M-V functional and the def2-TZVPD basis.

ORCA input file:
```
! wB97M-V def2-TZVPD RIJCOSX def2/J DEFGRID3
* xyz 0 1
N -2.4874 -0.2840 -0.1363
C -1.1058 -0.1019 -0.1101
C -0.0724 -1.0234 -0.1951
C 1.1061 -0.2501 -0.0367
N 2.4061 -0.5056 0.3647
C 0.7781 1.0971 -0.0032
N -0.6102 1.1445 0.0240
H -2.7352 -1.2604 -0.0797
H -2.9552 0.2411 0.5917
H -0.1970 -2.0948 -0.2956
H 2.7109 0.4412 0.6004
H 3.0065 -1.1909 -0.0719
H 1.3018 1.7969 -0.6424
H -1.1463 1.9902 -0.0097
*
```

## Properties
- Structure (SMILES): Nc1c[nH]c(N)c1
- Gap between HOMO and LUMO: 7.902 eV
- Molar mass: 97.12 g mol⁻¹


c | Computed, not measured: a structure of composition C4H7N3, with the ωB97M-V functional and the def2-TZVPD basis.

ORCA input file:
```
! wB97M-V def2-TZVPD RIJCOSX def2/J DEFGRID3
* xyz 0 1
C -1.2158 -0.9671 -1.8853
N -0.1824 -0.1392 -1.2674
C 0.2247 -0.2365 -0.0429
N 1.7305 1.7235 0.2294
N 1.3207 1.5199 1.3604
C 0.2958 0.6033 1.7968
C 0.2127 -0.6843 1.1989
H -1.9396 -1.2582 -1.1212
H -1.7256 -0.4066 -2.6733
H -0.7746 -1.8703 -2.3216
H 0.3175 0.5250 -1.8503
H 1.7660 1.9723 2.1818
H -0.1785 0.8893 2.7341
H 0.1487 -1.6711 1.6607
*
```

## Properties
- Gap between HOMO and LUMO: 7.759 eV
- Molar mass: 97.12 g mol⁻¹


d | Computed, not measured: a cluster of 2 separate species, C4H7N3 in total, with the ωB97M-V functional and the def2-TZVPD basis.

ORCA input file:
```
! wB97M-V def2-TZVPD RIJCOSX def2/J DEFGRID3
* xyz 0 1
C 0.6747 -2.5810 0.6124
C -1.6887 1.6599 -0.6544
N 1.4002 -1.6322 0.2387
C 0.1094 0.9654 0.6954
N -1.1191 1.2096 0.5746
C 1.1207 1.0928 -0.3048
N 1.9253 1.2234 -1.1107
H 2.1014 -1.8578 -0.4461
H -0.1006 -2.3793 1.3706
H 0.7249 -3.6167 0.2534
H 0.4710 0.6218 1.6568
H -2.2011 0.8127 -1.1120
H -0.9604 2.0822 -1.3669
H -2.4576 2.3991 -0.4071
*
```

## Properties
- Structure (SMILES): C/N=C\C#N.C=N
- Gap between HOMO and LUMO: 10.867 eV
- Molar mass: 97.12 g mol⁻¹


Relative energy of each structure, in eV: a 0.000; b 0.487; c 5.483; d 1.492.


a | Computed, not measured: the molecule C4H7N3, with the ωB97M-V functional and the def2-TZVPD basis.

ORCA input file:
```
! wB97M-V def2-TZVPD RIJCOSX def2/J DEFGRID3
* xyz 0 1
C -0.0525 0.6658 0.2288
C 0.3657 0.9688 -1.1434
C 0.3068 -0.1843 -1.9094
C -0.3516 -0.7009 0.2143
H 1.1769 1.4402 1.6888
H -0.1021 2.5078 1.2805
H 0.7662 2.0147 -1.3674
H 0.5880 -0.3522 -2.9033
H -0.6690 -2.0323 -1.3562
H -1.0461 -0.9319 2.0102
H -0.1238 -2.1596 1.6493
N 0.1332 1.4627 1.4125
N -0.1707 -1.1677 -1.0549
N -0.8211 -1.5311 1.2501
*
```

## Properties
- Structure (SMILES): Nc1cc[nH]c1N
- Gap between HOMO and LUMO: 8.635 eV
- Molar mass: 97.12 g mol⁻¹


b | Computed, not measured: the molecule C4H7N3, with the ωB97M-V functional and the def2-TZVPD basis.

ORCA input file:
```
! wB97M-V def2-TZVPD RIJCOSX def2/J DEFGRID3
* xyz 0 1
C -1.8254 0.8604 -0.0976
C -0.9660 -0.3812 0.1111
N 0.2214 -0.4124 -0.7248
C 1.5004 -0.3593 -0.2613
N 2.5223 -0.5462 -1.0043
C 1.6081 -0.0624 1.1730
N 1.7220 0.1628 2.3022
H -2.3632 0.8321 -1.0508
H -1.2003 1.7585 -0.0814
H -2.5616 0.9414 0.7088
H -1.5454 -1.2970 -0.0496
H -0.6341 -0.4144 1.1512
H 0.1411 -0.6338 -1.7073
H 3.3807 -0.4485 -0.4691
*
```

## Properties
- Structure (SMILES): [H]/N=C(\C#N)NCC
- Gap between HOMO and LUMO: 10.319 eV
- Molar mass: 97.12 g mol⁻¹


Relative energy of each structure, in eV: a 0.053; b 0.000.


a | Computed, not measured: the molecule C4H7N3, with the ωB97M-V functional and the def2-TZVPD basis.

ORCA input file:
```
! wB97M-V def2-TZVPD RIJCOSX def2/J DEFGRID3
* xyz 0 1
C 1.7291 -0.0695 -0.1326
C 0.6698 -0.6221 1.1167
N -0.3415 -0.6594 0.1046
C -1.1747 0.3553 -0.1284
N -1.3810 1.2646 0.7484
C -1.7983 0.2573 -1.4439
N -2.2929 0.1407 -2.4823
H 1.3635 0.1528 -1.1956
H 2.5217 -0.7831 -0.2729
H 2.0211 0.9000 0.2364
H 0.4387 0.1400 1.8874
H 0.5187 -1.5942 1.6868
H -0.1476 -1.3629 -0.5785
H -2.1266 1.8805 0.4538
*
```

## Properties
- Structure (SMILES): [H]/N=C(\C#N)NCC
- Gap between HOMO and LUMO: 9.577 eV
- Molar mass: 97.12 g mol⁻¹


b | Computed, not measured: the molecule C4H7N3, with the ωB97M-V functional and the def2-TZVPD basis.

ORCA input file:
```
! wB97M-V def2-TZVPD RIJCOSX def2/J DEFGRID3
* xyz 0 1
C 0.5994 -1.6235 -1.0895
C -0.2532 -0.3525 -1.1445
C -0.0248 0.5622 0.0164
C -0.8065 0.7211 1.1353
N -0.2442 1.5820 1.9667
N 1.0971 2.0231 1.2361
N 1.0648 1.3617 0.1719
H 0.3966 -2.2685 -1.9518
H 1.6654 -1.3741 -1.0922
H 0.3922 -2.1950 -0.1775
H -0.0660 0.1831 -2.0799
H -1.3172 -0.6213 -1.1487
H -1.7493 0.2205 1.3142
H -0.7543 1.7811 2.8435
*
```

## Properties
- Structure (SMILES): CCc1c[nH]nn1
- Gap between HOMO and LUMO: 9.797 eV
- Molar mass: 97.12 g mol⁻¹


Relative energy of each structure, in eV: a 1.332; b 0.000.


a | Computed, not measured: the molecule C4H4S, with the ωB97M-V functional and the def2-TZVPD basis.

ORCA input file:
```
! wB97M-V def2-TZVPD RIJCOSX def2/J DEFGRID3
* xyz 0 1
C -0.6752 0.6759 0.7921
C 0.2866 -0.9538 -0.5957
C 0.6155 0.1275 0.3254
C -0.6722 0.2599 -0.7461
S 1.7461 1.1903 -0.2765
H -1.4255 0.0024 1.2127
H -0.6655 1.8264 1.0154
H 0.9568 -1.2454 -1.4733
H -0.1666 -1.8833 -0.2540
*
```

## Properties
- Gap between HOMO and LUMO: 7.552 eV
- Molar mass: 84.14 g mol⁻¹


b | Computed, not measured: a cluster of 2 separate species, C4H4S in total, with the ωB97M-V functional and the def2-TZVPD basis.

ORCA input file:
```
! wB97M-V def2-TZVPD RIJCOSX def2/J DEFGRID3
* xyz 0 1
C 1.5270 -0.0088 -0.5485
C 0.4455 -0.2646 -0.0776
C 3.9754 0.4386 -0.6741
C -0.9312 -0.5246 0.3845
S 4.8984 -0.2312 0.3713
H 4.2998 1.2317 -1.4507
H -1.0259 -1.4635 0.0237
H -1.5920 0.1281 -0.2194
H -0.8345 -0.4747 1.5316
*
```

## Properties
- Gap between HOMO and LUMO (alpha / beta): 7.626 / 7.674 eV
- Molar mass: 84.14 g mol⁻¹


Relative energy of each structure, in eV: a 0.000; b 1.831.


a | Computed, not measured: a cluster of 2 separate species, C3H13N2 in total, with the ωB97M-V functional and the def2-TZVPD basis.

ORCA input file:
```
! wB97M-V def2-TZVPD RIJCOSX def2/J DEFGRID3
* xyz 1 1
C 1.9731 1.0647 -0.7355
N 0.8279 0.6311 -1.5981
H 2.7784 1.5192 -1.3116
H 2.3428 0.2240 -0.1694
H 1.6240 1.7971 -0.0091
H 0.6649 1.3962 -2.2446
H 1.1865 -0.1225 -2.1801
H -0.1682 -0.3999 -0.4332
C -1.2285 0.6291 0.9911
N -1.0290 -0.5816 0.1409
C -0.8654 -1.8221 0.9688
H -0.4554 0.6627 1.7362
H -2.2197 0.5875 1.4333
H -1.0932 1.4917 0.3393
H -1.8881 -0.7097 -0.3862
H -0.7670 -2.6763 0.2990
H 0.0481 -1.7472 1.5503
H -1.7313 -1.9441 1.6090
*
```

## Properties
- Gap between HOMO and LUMO: 11.397 eV
- Molar mass: 77.15 g mol⁻¹


b | Computed, not measured: a cluster of 2 separate species, C3H13N2 in total, with the ωB97M-V functional and the def2-TZVPD basis.

ORCA input file:
```
! wB97M-V def2-TZVPD RIJCOSX def2/J DEFGRID3
* xyz 1 1
C 1.5028 -0.5360 -0.4022
N 0.1292 0.0382 -0.3625
C 0.1226 1.4857 -0.6690
C -0.7730 -0.6994 -1.3000
H 2.2004 0.1583 0.0596
H 1.7854 -0.6997 -1.4409
H 1.5121 -1.4854 0.1306
H -0.9011 1.8467 -0.6551
H 0.7252 2.0092 0.0621
H 0.5427 1.6283 -1.6615
H -1.7862 -0.3234 -1.1769
H -0.7467 -1.7541 -1.0357
H -0.4383 -0.5485 -2.3211
N -0.8356 -0.2779 2.3027
H -0.2580 -0.1238 0.5970
H -1.7590 -0.7080 2.2409
H -0.3011 -0.9025 2.8998
H -0.9762 0.5437 2.8844
*
```

## Properties
- Gap between HOMO and LUMO: 12.525 eV
- Molar mass: 77.15 g mol⁻¹


Relative energy of each structure, in eV: a 0.594; b 0.000.